## 1
Computed, not measured: an isolated molecule of C15H22N2O4, with wB97M-V/def2-TZVPD.

The geometry in XYZ format:
```
43
Properties=species:S:1:pos:R:3
O -1.582 -1.060 -3.175
O 1.069 -2.811 -2.980
O -1.327 -1.338 1.168
O 1.602 0.552 -2.222
N 0.173 -0.189 -0.058
N 1.421 -1.463 -3.184
C -0.648 -0.043 7.252
C -0.472 -0.468 1.090
C -0.020 0.318 2.311
C -1.386 -0.439 -1.905
C 0.052 -0.157 5.887
C 0.825 -0.516 3.312
C 1.602 -1.165 -4.599
C 0.980 -3.409 -4.278
C 0.734 -2.248 -5.220
C -1.071 0.483 3.429
C 0.619 1.178 5.375
C 0.090 0.253 4.406
C 1.095 -0.557 -2.244
C -0.060 -0.879 -1.309
C -1.165 -0.998 6.297
H -2.132 -0.790 5.835
H -0.992 -2.059 6.445
H -2.489 -0.906 -3.446
H 1.912 -0.420 3.284
H -0.097 -1.949 -1.100
H 0.893 0.518 -0.110
H -1.787 -0.334 3.462
H 1.273 -0.160 -4.845
H 1.919 -3.925 -4.504
H 0.173 -4.139 -4.288
H 0.560 -1.571 3.331
H -1.602 1.435 3.501
H 0.982 -2.459 -6.259
H -0.315 -1.954 -5.179
H -1.402 0.652 -2.011
H -0.092 -0.393 8.117
H -2.191 -0.723 -1.224
H 0.468 1.251 2.039
H -1.244 0.846 7.468
H 2.656 -1.276 -4.864
H 0.061 2.104 5.536
H 1.696 1.334 5.421
```

Computed properties:
* net charge: 0
* lowest unoccupied orbital energy: 0.61 eV
* molecular weight: 294.35 g/mol
* SMILES string: O=C([C@H](CO)NC(=O)[C@H]1C[C@@]2(C1)C[C@]21CC1)N1CCCO1
* E_HOMO: -6.229 eV

=====

## 2
Computed, not measured: an isolated molecule of C15H22N2O4, with wB97M-V/def2-TZVPD.

The geometry in XYZ format:
```
43
Properties=species:S:1:pos:R:3
O -0.539 3.250 -0.611
O -1.223 -0.662 2.650
O 0.355 -1.334 1.156
O 0.912 1.750 -1.542
N -0.523 1.062 -0.017
N -0.813 -2.822 2.411
C 1.793 3.971 -2.051
C -0.486 -1.589 1.987
C -0.082 2.138 -0.704
C -1.332 -4.810 1.015
C 2.928 4.277 -4.140
C -2.956 -5.192 2.960
C -0.937 0.711 2.395
C -2.120 -5.820 1.850
C -1.485 1.196 1.047
C 2.697 2.950 -4.461
C 1.551 2.649 -2.382
C -0.281 -4.022 1.806
C 2.007 2.131 -3.590
C 2.478 4.797 -2.935
C 2.735 6.226 -2.562
H -1.741 2.257 1.106
H 3.517 6.280 -1.805
H 0.516 -3.686 1.139
H 0.005 0.196 -0.055
H 0.145 0.875 2.434
H -2.018 -4.103 0.544
H 3.054 6.803 -3.426
H -1.564 -2.900 3.077
H -1.422 1.239 3.216
H -0.822 -5.354 0.218
H 1.437 4.368 -1.114
H -2.324 -4.793 3.750
H 1.837 6.678 -2.146
H 3.053 2.552 -5.400
H -3.606 -5.942 3.406
H -2.783 -6.369 1.179
H -1.426 -6.541 2.287
H -3.581 -4.394 2.566
H 3.463 4.912 -4.831
H 0.157 -4.655 2.584
H -2.391 0.626 0.810
H 1.815 1.095 -3.822
```

Computed properties:
* net charge: 0
* lowest unoccupied orbital energy: 0.74 eV
* molecular weight: 294.35 g/mol
* SMILES string: CCCCNC(=O)OCCNC(=O)Oc1cccc(C)c1
* E_HOMO: -8.622 eV

=====

## 3
Computed, not measured: a 2-piece molecular cluster, C15H22N2O4 overall, with wB97M-V/def2-TZVPD.

The geometry in XYZ format:
```
43
Properties=species:S:1:pos:R:3
O 2.609 -1.667 -1.029
O -2.091 -1.374 1.278
O -6.947 0.987 0.823
O -0.777 -3.028 0.166
N 1.489 -0.947 2.083
N 0.450 -0.955 -1.132
C -2.066 -0.436 -1.494
C -1.245 -1.798 0.279
C 5.549 1.630 0.419
C 4.042 1.277 0.065
C 1.630 -1.174 -0.446
C -0.847 -0.597 -0.449
C -3.459 1.262 -0.353
C -4.698 1.695 0.156
C 2.027 -0.382 0.792
C -5.556 -0.554 -0.187
C 4.036 0.924 -1.415
C 3.654 -0.190 0.880
C -5.693 0.671 0.253
C -4.337 -0.935 -0.736
C -3.300 -0.030 -0.882
H 4.297 -0.840 0.371
H 5.582 1.936 1.531
H 3.023 1.315 -2.004
H -2.414 -1.350 -1.987
H 5.168 1.263 -1.967
H 3.258 2.072 0.372
H -2.165 -2.046 2.016
H -0.878 0.168 0.218
H 4.093 -0.567 -1.265
H -2.434 1.794 -0.245
H 4.149 -0.050 1.848
H 1.806 0.648 0.974
H -7.091 1.888 0.970
H 1.942 -1.813 2.029
H 2.139 -0.486 2.991
H -4.240 -1.974 -1.184
H 6.170 0.771 0.200
H -6.384 -1.131 0.072
H -1.764 0.273 -2.273
H 5.864 2.430 -0.126
H -4.856 2.889 0.346
H 0.268 -1.568 -1.955
```

Computed properties:
* net charge: 0
* lowest unoccupied orbital energy: 0.51 eV
* molecular weight: 294.35 g/mol
* E_HOMO: -8.841 eV

=====

## 4
Computed, not measured: an isolated molecule of C15H22N2O4, with wB97M-V/def2-TZVPD.

The geometry in XYZ format:
```
43
Properties=species:S:1:pos:R:3
O 0.451 -1.682 -2.282
O -0.128 1.625 1.025
O -1.290 -1.083 -3.152
O -2.267 -3.925 3.611
N 1.344 0.856 3.150
N 0.901 0.483 -0.591
C -1.689 3.642 -3.102
C 1.857 0.484 1.811
C -0.360 -2.602 4.039
C -0.356 0.432 -1.395
C 0.700 -1.898 3.519
C 0.967 1.820 -3.056
C -1.589 2.108 -2.921
C -0.350 -0.771 -2.284
C -0.294 1.817 -2.196
C 2.288 -0.964 1.739
C -1.179 -3.280 3.072
C 0.291 -2.445 1.405
C 0.789 0.889 0.748
C -0.739 -3.168 1.775
C 1.082 -1.679 2.184
H -2.705 -4.370 2.815
H -1.266 0.292 -0.730
H -1.948 -0.263 -3.326
H -0.228 2.454 -1.352
H 1.021 2.913 -3.304
H 0.450 -2.735 0.289
H -1.609 1.729 -4.005
H -0.374 -2.710 5.166
H 3.132 -1.358 2.399
H 0.612 0.231 3.525
H -2.547 1.797 -2.293
H 2.531 -1.376 0.744
H 1.469 -0.397 -0.726
H 0.926 1.812 2.877
H 1.926 1.507 -2.611
H -1.473 -3.416 0.828
H 2.740 1.141 1.482
H -1.030 4.258 -2.200
H -2.905 4.095 -2.901
H 1.275 -1.491 4.398
H 0.926 1.199 -3.945
H -1.355 4.028 -4.231
```

Computed properties:
* net charge: 0
* lowest unoccupied orbital energy: 0.50 eV
* molecular weight: 294.35 g/mol
* SMILES string: CC[C@H](C)[C@H](NC(=O)[C@@H](N)Cc1ccc(O)cc1)C(=O)O
* E_HOMO: -8.626 eV

=====

2 is favored, and the nearest alternative lies 527.2 kJ/mol above it.

=====

## 1
Computed, not measured: C15H22N2O4 as an isolated structure, with wB97M-V/def2-TZVPD.

The geometry in XYZ format:
```
43
Properties=species:S:1:pos:R:3
O 4.379 -3.451 -0.030
O -0.841 1.449 -1.382
O -0.078 3.980 -0.777
O 1.504 4.818 0.509
N -1.296 -0.008 1.891
N 0.105 1.641 0.717
C -2.740 -0.312 -0.149
C 1.287 2.434 0.467
C -4.913 -1.738 0.169
C -2.778 -0.858 -1.675
C 2.767 0.485 -0.446
C 0.941 3.869 0.075
C 4.430 -1.087 0.590
C 2.499 -1.977 -0.726
C 2.347 1.970 -0.538
C -1.348 -0.126 0.399
C 2.149 -0.665 -0.956
C -0.766 1.116 -0.158
C -3.497 -1.411 0.695
C 3.739 -2.200 -0.079
C 4.038 0.204 0.214
H 1.899 2.584 1.477
H -2.813 -2.257 0.479
H -3.410 -1.411 1.992
H 5.016 -3.346 0.647
H 1.367 -0.347 -1.578
H -5.087 -2.261 -0.729
H 4.762 1.078 0.392
H -0.604 -1.096 2.342
H -0.751 -1.097 0.052
H 2.043 -2.866 -1.087
H -2.550 -1.938 -1.814
H -2.718 -0.024 2.280
H 3.193 2.749 0.079
H -5.373 -2.185 1.038
H -0.404 3.035 -1.004
H -3.162 0.711 -0.106
H -0.421 1.527 1.848
H 5.443 -1.386 1.148
H -5.263 -0.708 -0.080
H -1.687 -0.461 -2.050
H -3.629 -0.705 -2.392
H 2.221 2.271 -1.745
```

Computed properties:
* net charge: 0
* lowest unoccupied orbital energy: -0.27 eV
* molecular weight: 294.35 g/mol
* E_HOMO: -8.636 eV

=====

## 2
Computed, not measured: an isolated molecule of C15H22N2O4, with wB97M-V/def2-TZVPD.

The geometry in XYZ format:
```
43
Properties=species:S:1:pos:R:3
O 0.370 0.883 1.855
O -1.753 -1.723 -1.711
O -3.729 -0.338 0.839
O -1.580 -4.113 -0.758
N -1.645 -3.042 0.180
N -0.226 0.004 -0.137
C 4.773 2.736 1.433
C -1.703 -1.826 -0.511
C -2.844 -3.408 0.964
C 1.840 1.273 0.008
C 4.930 3.707 2.532
C 3.184 0.733 0.575
C -2.604 0.358 0.315
C 2.263 2.699 0.441
C 4.924 2.712 -0.045
C -1.433 -0.609 0.371
C -2.544 -4.866 1.274
C 3.683 2.174 0.634
C -1.730 -5.290 0.040
C 5.561 2.322 2.611
C 0.604 0.719 0.670
H 5.591 4.551 2.381
H -1.937 -4.938 2.176
H -1.258 -0.906 1.405
H 4.079 3.906 3.171
H -2.769 0.653 -0.726
H 1.794 2.968 1.388
H 3.045 0.310 1.571
H -2.242 -6.015 -0.589
H -2.360 1.240 0.911
H 5.101 1.614 3.290
H -4.508 0.219 0.760
H -3.446 -5.458 1.417
H -0.048 -0.070 -1.125
H -2.939 -2.772 1.841
H 6.637 2.241 2.532
H -3.733 -3.297 0.339
H 5.613 2.008 -0.498
H 4.824 3.656 -0.570
H 1.792 1.172 -1.076
H -0.750 -5.684 0.318
H 3.734 0.032 -0.053
H 2.117 3.494 -0.289
```

Computed properties:
* net charge: 0
* lowest unoccupied orbital energy: 0.68 eV
* molecular weight: 294.35 g/mol
* SMILES string: O=C([C@H](CO)NC(=O)[C@H]1C[C@@]2(C1)C[C@]21CC1)N1CCCO1
* E_HOMO: -9.272 eV

=====

2 is favored, and the nearest alternative lies 430.0 kJ/mol above it.